(1)
{
  "formula": "AlH8O4",
  "method": "the ωB97M-V functional and the def2-TZVPD basis",
  "species": ["Al", "O", "H", "H", "O", "H", "H", "O", "H", "H", "O", "H", "H"],
  "positions_angstrom": [[4.340, -14.978, -7.877], [4.745, -13.719, -5.216], [5.246, -12.921, -5.048], [4.048, -13.707, -4.560], [2.827, -16.173, -5.620], [2.441, -17.027, -5.425], [2.970, -15.772, -4.763], [4.816, -17.866, -8.365], [4.834, -18.698, -7.893], [5.162, -18.073, -9.233], [5.224, -13.550, -10.335], [4.823, -12.744, -10.660], [5.603, -13.960, -11.113]],
  "forces_ev_per_angstrom": [[-0.45, 0.41, 0.76], [-0.19, -1.35, -1.21], [1.22, 1.49, 0.38], [-1.05, 0.25, 1.23], [0.82, 0.98, -1.11], [-0.82, -1.27, 0.24], [-0.10, 0.22, 1.15], [-0.95, 1.45, 0.40], [0.14, -2.37, 1.67], [1.06, -0.59, -2.43], [0.41, -0.43, 1.81], [-1.23, 2.43, -0.76], [1.15, -1.21, -2.12]],
  "lumo_energy_ev": [-22.95, -23.39],
  "e_tot_ev": -14853.16151,
  "max_force_ev_per_a": 2.90,
  "s_squared": 1.76,
  "spin_multiplicity": 2,
  "charge": 4
}



(2)
{
  "formula": "AlO8P2",
  "method": "the ωB97M-V functional and the def2-TZVPD basis",
  "species": ["Al", "P", "O", "O", "O", "O", "P", "O", "O", "O", "O"],
  "positions_angstrom": [[0.184, 3.554, 1.122], [3.304, -1.080, 2.228], [1.762, -0.972, 2.156], [3.709, 0.306, 1.705], [3.828, -2.105, 1.180], [3.862, -1.390, 3.630], [-3.345, 0.342, -2.416], [-3.925, 1.336, -1.246], [-3.884, 0.689, -3.807], [-3.655, -1.155, -2.252], [-1.841, 0.475, -2.301]],
  "forces_ev_per_angstrom": [[0.01, -0.47, -0.11], [0.80, -1.51, 0.28], [0.05, 0.09, 0.34], [0.13, 0.87, -0.27], [-0.23, 0.50, 0.47], [-0.61, 0.27, -0.64], [-1.78, 1.17, 1.14], [0.91, -1.96, -2.37], [-0.27, 0.64, 0.23], [-0.12, 0.12, 0.62], [1.11, 0.27, 0.31]],
  "lumo_energy_ev": 4.99,
  "e_tot_ev": -41546.96347,
  "max_force_ev_per_a": 3.21,
  "charge": -3
}



(3)
{
  "formula": "AsH7NO",
  "method": "the ωB97M-V functional and the def2-TZVPD basis",
  "species": ["N", "As", "O", "H", "H", "H", "H", "H", "H", "H"],
  "positions_angstrom": [[1.265, 0.620, 0.342], [-0.648, 0.182, 0.042], [-0.271, -1.706, 0.230], [1.846, -0.212, 0.264], [1.549, 1.229, -0.429], [-0.357, 0.023, -1.513], [-2.162, -0.188, -0.204], [-0.850, 0.229, 1.586], [-0.940, 1.728, -0.126], [0.568, -1.905, -0.191]],
  "forces_ev_per_angstrom": [[0.18, 0.25, -0.02], [-0.09, 0.09, -0.17], [-0.13, -0.12, 0.21], [-0.10, 0.02, -0.01], [-0.08, -0.18, 0.10], [0.00, 0.01, 0.06], [0.09, 0.05, 0.02], [0.04, -0.05, -0.08], [0.03, -0.13, 0.04], [0.06, 0.07, -0.14]],
  "lumo_energy_ev": 4.90,
  "e_tot_ev": -64487.11822,
  "max_force_ev_per_a": 0.31,
  "charge": -1
}



(4)
{
  "formula": "B10F40Li3",
  "method": "the ωB97M-V functional and the def2-TZVPD basis",
  "species": ["Li", "Li", "Li", "B", "F", "F", "F", "F", "B", "F", "F", "F", "F", "B", "F", "F", "F", "F", "B", "F", "F", "F", "F", "B", "F", "F", "F", "F", "B", "F", "F", "F", "F", "B", "F", "F", "F", "F", "B", "F", "F", "F", "F", "B", "F", "F", "F", "F", "B", "F", "F", "F", "F"],
  "positions_angstrom": [[-2.531, 0.780, -0.546], [-0.463, -2.603, 1.613], [1.033, 1.291, 1.564], [-2.221, -3.738, -1.556], [-1.892, -4.905, -2.216], [-3.456, -3.786, -0.969], [-1.324, -3.714, -0.587], [-1.944, -2.703, -2.389], [0.080, -0.608, 0.144], [0.760, -1.844, -0.014], [0.910, 0.461, -0.270], [-1.009, -0.514, -0.617], [-0.233, -0.397, 1.404], [-3.688, -0.919, 0.657], [-3.830, 0.415, 1.086], [-3.659, -0.967, -0.729], [-2.639, -1.553, 1.322], [-4.795, -1.568, 1.051], [1.178, -3.389, 3.814], [1.581, -4.269, 2.875], [0.592, -4.010, 4.870], [2.306, -2.804, 4.376], [0.441, -2.436, 3.340], [-1.211, 3.127, 1.345], [-2.013, 2.501, 0.361], [0.079, 2.964, 0.984], [-1.484, 4.444, 1.408], [-1.530, 2.388, 2.509], [1.206, 4.109, -2.100], [2.389, 4.668, -1.886], [1.336, 2.837, -1.650], [0.347, 4.956, -1.422], [0.816, 3.985, -3.481], [3.710, 2.380, 0.276], [2.629, 2.238, 1.017], [3.823, 3.699, -0.239], [4.894, 1.995, 1.033], [3.612, 1.589, -0.815], [0.893, -2.894, -3.962], [0.856, -4.289, -3.769], [-0.250, -2.449, -4.644], [0.911, -2.268, -2.748], [1.918, -2.423, -4.668], [-1.773, 1.182, -3.209], [-0.754, 0.371, -3.620], [-2.857, 0.373, -3.164], [-1.458, 1.627, -1.950], [-1.897, 2.185, -4.017], [2.109, 0.912, 4.029], [1.750, -0.192, 3.311], [1.334, 2.015, 3.736], [1.942, 0.598, 5.340], [3.480, 1.149, 3.774]],
  "forces_ev_per_angstrom": [[1.06, 0.30, -0.52], [0.15, 0.81, -0.95], [0.12, 0.31, -0.58], [1.01, 0.98, -1.63], [-0.89, -2.88, -1.71], [-2.40, -0.33, 0.10], [2.94, 0.31, 4.66], [-1.27, 0.86, -0.87], [2.87, 0.74, -4.19], [-0.46, -0.32, 1.02], [0.66, -0.24, 0.77], [-2.50, -0.60, -1.14], [-0.83, 0.07, 4.60], [0.44, -0.46, -0.15], [0.46, 0.78, -0.20], [0.54, 0.71, -0.05], [0.89, -0.11, 0.12], [-3.24, -1.56, 1.14], [3.47, -0.06, 1.86], [0.21, -2.02, -1.84], [-2.07, -2.05, 2.04], [1.82, 0.40, 0.62], [-3.62, 2.63, -2.30], [-0.63, -2.33, -0.67], [-0.96, 0.08, -0.54], [1.68, -0.48, 0.34], [-1.03, 2.31, 0.79], [0.12, 0.61, 0.91], [-1.04, -2.09, -0.32], [3.67, 2.68, -1.22], [-0.94, -0.98, 0.57], [-2.07, 0.78, 0.39], [0.08, 1.07, -0.55], [1.78, 0.55, -1.96], [-2.24, -0.03, 2.63], [1.10, 0.36, 1.33], [0.27, 0.52, 0.04], [0.74, -1.55, -1.31], [-3.05, 1.26, 2.08], [0.56, -1.06, -0.67], [-0.88, -0.76, -1.10], [0.36, -0.18, 1.09], [3.67, 0.00, -2.48], [2.90, -3.14, 1.59], [1.53, -0.73, -1.00], [-3.41, -0.89, 0.22], [-0.64, 0.91, 1.83], [-1.37, 4.34, -3.53], [1.33, -0.44, -0.80], [-0.60, -0.35, -1.31], [-0.46, 0.85, -0.56], [-0.15, -0.15, 3.02], [0.31, 0.54, 0.36]],
  "lumo_energy_ev": 12.28,
  "e_tot_ev": -116119.43314,
  "max_force_ev_per_a": 5.76,
  "charge": -7
}



(5)
{
  "formula": "B3CsH12",
  "method": "the ωB97M-V functional and the def2-TZVPD basis",
  "species": ["Cs", "B", "H", "H", "H", "H", "B", "H", "H", "H", "H", "B", "H", "H", "H", "H"],
  "positions_angstrom": [[-1.556, 1.294, -0.162], [-0.293, -1.313, -2.154], [-0.205, -2.510, -2.354], [0.171, -1.046, -1.081], [0.358, -0.732, -3.003], [-1.438, -0.930, -2.134], [-1.367, -0.918, 2.202], [-1.936, 0.127, 2.387], [-0.656, -0.743, 1.264], [-0.665, -1.104, 3.178], [-2.141, -1.844, 2.072], [1.944, 1.924, -0.018], [2.897, 1.538, 0.624], [2.225, 3.024, -0.489], [1.740, 1.167, -0.929], [0.923, 2.064, 0.597]],
  "forces_ev_per_angstrom": [[0.54, -0.45, -0.32], [0.50, -0.03, -0.07], [-0.21, -0.36, -0.06], [0.22, 0.03, 0.36], [0.01, 0.25, -0.33], [-0.89, 0.13, -0.26], [0.25, -0.17, 0.56], [-0.70, 0.66, 0.26], [0.32, -0.33, -0.39], [0.13, -0.12, 0.31], [-0.30, -0.17, -0.18], [0.38, 0.40, -0.59], [0.08, -0.10, 0.43], [0.09, 0.40, -0.14], [-0.10, -0.24, -0.31], [-0.32, 0.09, 0.75]],
  "lumo_energy_ev": 3.85,
  "e_tot_ev": -2768.12842,
  "max_force_ev_per_a": 1.00,
  "charge": -2
}